No. 1
Computed, not measured: C28H25N6O10W as an isolated structure, with ωB97M-V/def2-TZVPD.

Last column: Löwdin charge in e.
Element x y z (Å)
W1 0.4311 0.4522 -0.6714  1.896
O1 1.2827 -4.1454 0.6736  0.208
C1 1.2571 -3.0461 0.2296  -0.374
O2 1.1748 -1.9095 0.9852  0.058
C2 1.2265 -2.7291 -1.2402  -0.138
C3 1.3687 -3.7945 -2.1051  0.051
C4 1.4426 -3.5588 -3.4742  0.022
C5 1.4054 -2.2539 -3.9177  0.055
C6 1.2597 -1.2402 -2.9866  -0.151
N1 1.1465 -1.4561 -1.6720  0.065
C7 1.2414 0.2043 -3.4320  -0.517
O3 1.2923 0.4985 -4.5894  0.162
O4 1.1769 1.0649 -2.4237  -0.148
H1 1.4309 -4.7881 -1.6858  0.136
H2 1.5449 -4.3794 -4.1706  0.129
H3 1.4809 -1.9783 -4.9600  0.139
C8 5.0764 -0.1998 0.4191  -0.038
O5 4.5408 0.3593 1.6221  -0.100
C9 3.8628 1.5360 1.4439  -0.223
C10 4.3669 2.7326 1.9329  0.023
C11 3.6549 3.9155 1.7746  -0.051
C12 2.4232 3.9295 1.1289  -0.008
C13 1.9103 2.7387 0.6448  -0.142
C14 0.5915 2.5306 -0.0147  -0.212
N2 -0.3350 1.8404 0.7301  -0.139
N3 -1.6950 2.1372 0.4592  0.104
C15 -2.0317 1.8038 -0.7344  -0.406
O6 -1.1255 1.2415 -1.5457  -0.197
C16 -3.4072 1.9393 -1.2387  -0.157
C17 -4.3859 2.5478 -0.4531  -0.026
C18 -5.6861 2.6219 -0.9182  -0.068
C19 -6.0152 2.0912 -2.1611  -0.069
C20 -5.0420 1.4876 -2.9427  -0.062
C21 -3.7345 1.4095 -2.4841  -0.018
C22 2.6327 1.5711 0.8089  -0.205
O7 2.0375 0.4494 0.2868  -0.209
H4 5.7527 -0.9958 0.7198  0.097
H5 5.6315 0.5548 -0.1406  0.104
H6 4.2826 -0.6101 -0.2094  0.081
H7 5.3267 2.7206 2.4320  0.129
H8 4.0693 4.8384 2.1563  0.112
H9 1.8722 4.8530 1.0102  0.122
H10 0.2509 3.2609 -0.7435  0.148
H11 -4.1106 2.9617 0.5076  0.112
H12 -6.4462 3.1007 -0.3154  0.109
H13 -7.0333 2.1551 -2.5221  0.109
H14 -5.2975 1.0813 -3.9120  0.110
H15 -2.9672 0.9412 -3.0854  0.119
C23 -4.0191 -1.2481 2.4723  0.000
N4 -3.0793 -1.1824 1.3697  -0.067
C24 -3.3019 -1.7231 0.0442  -0.002
C25 -1.9802 -1.4188 -0.6340  -0.450
O8 -1.6758 -1.6841 -1.7705  0.091
N5 -1.1827 -0.7104 0.2591  0.022
C26 -1.8720 -0.6228 1.4303  -0.378
N6 -1.3790 -0.1004 2.5316  0.257
H16 -4.9056 -1.7781 2.1364  0.102
H17 -4.3185 -0.2476 2.7892  0.102
H18 -3.5934 -1.7918 3.3177  0.102
H19 -4.1127 -1.2149 -0.4834  0.148
H20 -3.4967 -2.7963 0.0628  0.150
H21 -0.4810 0.3610 2.5031  0.098
H22 -1.9466 0.0029 3.3542  0.127
C27 3.8081 -2.3135 3.3324  0.022
O9 2.9828 -2.4539 2.1492  0.026
C28 1.8904 -1.7336 2.1527  -0.565
O10 1.5100 -0.9506 2.9674  0.170
H23 4.6122 -3.0286 3.2002  0.105
H24 3.2196 -2.5530 4.2142  0.107
H25 4.1886 -1.2972 3.3856  0.092

The value obtained for the total energy is -60680.2357 eV. The charge is +1. The value obtained for the HOMO energy is -11.19 eV. The value obtained for the HOMO-LUMO gap is 7.22 eV. Its relative energy (zero: lowest compared OMol25 entry of this formula, charge and spin) is 0.0 kcal/mol.

=====

No. 2
Computed, not measured: C28H26BiCl3F6N6SbSe2Si as an isolated structure, with ωB97M-V/def2-TZVPD.

Last column: Mulliken spin population.
Element x y z (Å)
Bi1 0.2209 0.0289 -0.0375  0.037
C1 -2.4856 -0.8029 1.6085  0.015
N1 -2.0298 0.4697 1.0057  0.033
C2 -2.9811 1.0027 0.0056  0.003
C3 -2.7268 0.6296 -1.4335  0.007
C4 -3.7133 0.8644 -2.3857  0.002
C5 -3.4602 0.5529 -3.7090  -0.001
C6 -2.2428 -0.0301 -4.0450  0.002
C7 -1.3175 -0.2368 -3.0468  -0.001
N2 -1.5480 0.1202 -1.7763  0.016
C8 -1.8314 1.4768 2.0616  -0.015
C9 -1.0362 2.6586 1.5723  0.014
C10 -1.2548 3.9295 2.0765  -0.001
C11 -0.4452 4.9718 1.6505  0.004
C12 0.5677 4.7085 0.7400  0.002
C13 0.7173 3.4185 0.2721  0.015
N3 -0.0792 2.4166 0.6676  -0.076
C14 -2.2212 -2.0126 0.7576  -0.006
C15 -2.9731 -3.1675 0.9106  0.001
C16 -2.6789 -4.2669 0.1259  -0.001
C17 -1.6789 -4.1653 -0.8335  0.002
C18 -0.9690 -2.9875 -0.9181  0.002
N4 -1.2165 -1.9474 -0.1132  0.049
H1 -1.9504 -0.9578 2.5472  0.003
H2 -3.5507 -0.7503 1.8522  -0.001
H3 -3.9994 0.6999 0.2680  0.000
H4 -2.9632 2.0946 0.0546  -0.001
H5 -4.6611 1.2940 -2.0883  0.000
H6 -4.2031 0.7570 -4.4682  0.000
H7 -2.0213 -0.3195 -5.0624  0.000
H8 -0.3554 -0.6919 -3.2535  -0.002
H9 -2.7901 1.8172 2.4643  -0.001
H10 -1.2826 1.0086 2.8789  -0.012
H11 -2.0488 4.0956 2.7924  -0.001
H12 -0.6100 5.9744 2.0217  0.000
H13 1.2319 5.4886 0.3962  0.000
H14 1.4812 3.1693 -0.4505  -0.001
H15 -3.7578 -3.2053 1.6540  0.000
H16 -3.2304 -5.1886 0.2508  0.000
H17 -1.4437 -4.9918 -1.4889  0.000
H18 -0.1819 -2.8500 -1.6512  0.000
Se1 3.2224 0.5203 -0.8259  -0.007
Se2 2.9300 0.0373 -3.0863  0.002
C19 1.5413 1.3259 -3.4331  0.000
C20 1.4544 1.8358 -4.7260  0.000
C21 0.4921 2.7894 -4.9950  0.000
C22 -0.3592 3.1925 -3.9723  0.001
C23 -0.2007 2.6227 -2.7269  0.001
N5 0.7296 1.6988 -2.4489  0.013
C24 3.2508 -1.3091 -0.2086  0.027
C25 4.4494 -1.9093 0.1151  0.002
C26 4.4251 -3.2562 0.4549  0.001
C27 3.2156 -3.9239 0.4497  0.002
C28 2.0573 -3.2210 0.1524  0.002
N6 2.0683 -1.9283 -0.1789  -0.014
H19 2.1513 1.4997 -5.4823  0.000
H20 0.4101 3.2262 -5.9813  0.000
H21 -1.1165 3.9461 -4.1361  0.000
H22 -0.8409 2.9162 -1.9022  0.000
H23 5.3653 -1.3353 0.1038  0.000
H24 5.3391 -3.7688 0.7231  0.000
H25 3.1544 -4.9715 0.7053  0.000
H26 1.0955 -3.7077 0.2025  -0.001
F1 0.2897 -1.5234 2.2746  0.051
Sb1 0.2392 -3.0169 3.6603  0.003
F2 2.0062 -3.4240 3.1486  0.001
F3 -0.3512 -4.0426 2.1739  0.000
F4 0.1749 -4.3471 4.9440  0.000
F5 -1.5512 -2.4147 3.8607  0.001
F6 0.7830 -1.6770 4.8668  0.002
Cl1 3.3684 -0.7944 3.3537  0.064
Si1 2.0667 0.6408 2.9205  0.626
Cl2 3.1287 2.2403 2.2162  0.075
Cl3 0.8891 1.3042 4.3974  0.062

The value obtained for the total energy is -243213.0911 eV. The charge is +2. The expectation value of S² is 0.753. The spin multiplicity is 2. The value obtained for the HOMO energy (spin up / spin down) is -13.24 / -13.83 eV. The value obtained for the HOMO-LUMO gap (spin up / spin down) is 6.93 / 6.36 eV. Its relative energy (zero: lowest compared OMol25 entry of this formula, charge and spin) is 12.9 kcal/mol.

=====

No. 3
Computed, not measured: C28H26CeN5O5 as an isolated structure in a non-equilibrium geometry, with ωB97M-V/def2-TZVPD.

Last column: Löwdin charge in e.
Element x y z (Å)
Ce1 1.2328 0.1354 0.3941  1.478
O1 4.4494 -1.0873 2.3859  0.161
C1 3.3137 -1.4005 2.1369  -0.458
O2 2.7764 -1.1808 0.9017  -0.213
C2 2.2771 -1.9786 3.1483  -0.081
C3 1.1244 -2.6996 2.5119  -0.230
C4 0.2780 -3.4598 3.5130  -0.085
C5 -0.3238 -2.3434 4.4257  -0.061
C6 0.1965 -1.0844 3.6598  -0.198
O3 0.2408 -1.5369 2.2359  -0.154
C7 1.6589 -0.7823 3.9506  -0.068
C8 1.9774 0.6841 3.5666  -0.472
O4 2.5375 1.5215 4.2592  0.136
O5 1.3806 0.9366 2.3923  -0.198
H1 2.7686 -2.6723 3.7597  0.149
H2 1.3372 -3.2848 1.5966  0.178
H3 0.8713 -4.1754 4.0586  0.122
H4 -0.5785 -3.8903 2.9504  0.133
H5 0.0054 -2.3184 5.4589  0.119
H6 -1.3982 -2.5160 4.5063  0.111
H7 -0.5156 -0.2779 3.7629  0.159
H8 1.8645 -0.8152 5.0123  0.162
C9 -4.5828 -1.0960 2.2884  -0.026
C10 -3.4950 -0.3512 1.5213  -0.233
C11 -2.9834 0.9005 1.8064  -0.003
C12 -2.0358 1.5466 0.9941  0.046
C13 -1.4759 0.8226 -0.0542  -0.305
N1 -0.3003 1.3007 -0.6710  -0.120
C14 -0.3358 1.5454 -2.0454  -0.204
C15 -1.4908 1.4113 -2.7930  -0.011
C16 -1.5490 1.6279 -4.1804  0.006
C17 -0.4087 2.1753 -4.7971  -0.244
C18 -0.3216 2.6449 -6.2272  -0.036
C19 0.7197 2.4023 -4.0357  0.016
C20 0.8020 2.0993 -2.6792  -0.100
N2 1.9892 2.4936 -2.0364  -0.057
C21 2.8387 3.5598 -2.3524  0.010
C22 3.8029 3.5284 -1.4175  -0.042
C23 3.5860 2.4124 -0.6753  -0.105
N3 2.4500 1.8627 -0.9987  -0.039
C24 -1.9368 -0.4779 -0.2575  -0.107
C25 -3.0061 -1.0498 0.4100  0.045
N4 -1.1598 -1.3383 -1.2139  -0.050
C26 -1.6125 -2.1481 -2.1702  -0.021
C27 -0.4941 -2.6335 -2.8627  -0.017
C28 0.5663 -2.1909 -2.1339  -0.098
N5 0.1736 -1.4236 -1.1160  -0.049
H9 -4.8984 -1.9663 1.7761  0.058
H10 -5.5146 -0.4687 2.4521  0.112
H11 -4.1812 -1.4002 3.2656  0.086
H12 -3.4633 1.4246 2.6089  0.121
H13 -1.6732 2.5762 1.1114  0.146
H14 -2.4054 1.1552 -2.2978  0.112
H15 -2.5490 1.5527 -4.6375  0.128
H16 -0.7772 2.0083 -6.9487  0.073
H17 0.7203 2.6657 -6.5329  0.080
H18 -0.7494 3.6008 -6.3801  0.075
H19 1.5862 2.8913 -4.4477  0.112
H20 2.6948 4.2536 -3.1763  0.140
H21 4.6370 4.2440 -1.4330  0.133
H22 4.2245 1.9089 0.0385  0.142
H23 -3.2745 -2.0275 0.0625  0.124
H24 -2.6787 -2.0897 -2.3714  0.145
H25 -0.5300 -3.3800 -3.6891  0.132
H26 1.6179 -2.3469 -2.2910  0.133

The value obtained for the total energy is -60070.5128 eV. The charge is +1. The value obtained for the HOMO energy (spin up / spin down) is -10.84 / -10.84 eV. The value obtained for the HOMO-LUMO gap (spin up / spin down) is 7.01 / 7.01 eV.

=====

- charge of number 2 (C28H26BiCl3F6N6SbSe2Si)?
  +2

=====

- charge of number 3 (C28H26CeN5O5)?
  +1